[1]
{
  "formula": "C13H19INO10S2",
  "method": "wB97M-V/def2-TZVPD",
  "total_charge": 1,
  "e_lumo_ev": -5.405,
  "homo_energy_ev": -12.24,
  "homo_lumo_gap_ev": 6.8377,
  "elements": ["O", "C", "O", "C", "C", "C", "N", "C", "C", "C", "C", "I", "C", "H", "H", "H", "H", "H", "H", "H", "H", "H", "H", "H", "C", "C", "O", "S", "O", "O", "O", "H", "H", "H", "H", "C", "C", "O", "S", "O", "O", "O", "H", "H", "H", "H"],
  "xyz": [[-5.8202, -0.4917, -1.7659], [-5.7386, 0.3531, -2.6132], [-6.7688, 0.7516, -3.3890], [-4.3729, 1.0340, -2.8345], [-4.1641, 2.1720, -3.6568], [-2.9034, 2.6724, -3.7882], [-1.8408, 2.0983, -3.1784], [-2.0284, 1.0297, -2.3958], [-0.7849, 0.4096, -1.7459], [-0.1071, -0.4723, -2.8711], [0.5182, -1.7628, -2.3277], [1.8784, -1.4426, -0.6965], [-3.2795, 0.4616, -2.1955], [-6.4229, 1.0592, -4.2401], [-4.9925, 2.6421, -4.1841], [-2.6701, 3.5565, -4.3854], [-0.8984, 2.4567, -3.3009], [-0.1469, 1.2623, -1.4690], [-1.1069, -0.1959, -0.8919], [-0.9210, -0.7476, -3.5663], [0.5901, 0.1782, -3.4184], [1.0504, -2.2616, -3.1504], [-0.2752, -2.4654, -2.0314], [-3.3346, -0.4107, -1.5450], [-1.5400, 0.5847, 2.7505], [-1.2833, 0.7697, 4.2308], [-0.0420, 0.0974, 4.4671], [0.8908, 0.2172, 3.1684], [1.7998, 1.2875, 3.3555], [1.3217, -1.0852, 2.8062], [-0.2506, 0.6977, 2.1339], [-1.9341, -0.4122, 2.5380], [-2.2191, 1.3354, 2.3519], [-2.0718, 0.3461, 4.8471], [-1.1521, 1.8242, 4.4835], [4.6114, -1.5287, 1.9503], [4.8373, -1.3414, 3.4348], [6.0743, -2.0110, 3.6977], [7.0322, -1.8909, 2.4097], [7.9317, -0.8147, 2.6099], [7.4689, -3.1904, 2.0553], [5.9068, -1.4153, 1.3579], [4.2223, -2.5268, 1.7328], [3.9386, -0.7803, 1.5381], [4.0359, -1.7640, 4.0350], [4.9615, -0.2855, 3.6872]],
  "atomic_forces_ev_per_a": [[-0.256, 0.753, -0.523], [0.284, -0.369, 0.290], [0.753, -0.323, 0.182], [0.021, -0.037, -0.277], [-0.489, -0.742, 0.438], [0.620, 0.990, -0.732], [-1.280, -0.383, 0.164], [1.530, -1.094, 1.356], [-0.680, 0.524, -1.456], [-0.544, 0.344, 0.752], [-0.150, -0.043, -0.829], [-0.345, -0.117, -0.400], [-0.092, 0.598, -0.411], [-0.313, 0.149, 0.071], [0.300, 0.053, 0.197], [-0.193, -0.325, 0.141], [-0.162, 0.110, -0.015], [0.065, -0.632, 0.421], [0.328, 0.288, -0.080], [0.457, -0.138, 0.045], [0.039, -0.448, 0.126], [0.093, 0.202, 0.454], [0.358, 0.354, 0.295], [-0.325, 0.273, -0.256], [-0.329, -0.421, 0.035], [-0.131, 0.584, 0.070], [0.054, -0.319, -0.534], [-0.532, 0.177, 0.382], [0.212, -0.108, -0.270], [0.263, 0.021, 0.028], [0.181, 0.126, 0.294], [-0.018, 0.017, 0.039], [0.206, 0.096, -0.093], [0.197, -0.186, 0.071], [-0.058, -0.009, -0.017], [-0.342, -0.468, -0.001], [-0.095, 0.587, 0.077], [0.008, -0.274, -0.478], [-0.368, 0.093, 0.167], [0.137, -0.069, -0.160], [0.162, 0.016, 0.075], [0.173, 0.182, 0.357], [-0.045, 0.021, 0.036], [0.199, 0.138, -0.058], [0.177, -0.186, 0.051], [-0.073, -0.001, -0.027]]
}

[2]
{
  "formula": "C3H2FFeO2",
  "method": "wB97M-V/def2-TZVPD",
  "total_charge": 2,
  "e_lumo_ev": [-10.944, -13.107],
  "homo_energy_ev": [-19.87, -20.03],
  "s_squared": 8.759,
  "homo_lumo_gap_ev": [8.9309, 6.9257],
  "spin_multiplicity": 6,
  "elements": ["C", "C", "O", "O", "C", "H", "F", "H", "Fe"],
  "xyz": [[0.1341, 0.7548, 1.3760], [0.2510, -0.9396, -1.2030], [1.2962, 0.7222, 1.0324], [-0.8241, 0.2049, 0.5449], [-0.5452, 0.0431, -0.7856], [0.6554, -1.0092, -2.2110], [0.5600, -1.9865, -0.4151], [-0.8723, 0.8206, -1.4736], [-0.6552, 1.3896, 3.1351]],
  "atomic_forces_ev_per_a": [[3.530, -0.644, -0.682], [2.848, -5.764, 0.095], [-2.487, 0.601, 1.204], [-1.208, -0.117, -2.279], [-1.717, 2.942, 2.949], [0.040, -0.019, 0.002], [-0.817, 2.935, -1.705], [-0.286, -0.119, 0.034], [0.097, 0.183, 0.382]]
}